Below is an isolated ion of composition C7H12 and charge +1 at a distorted geometry, with properties calculated with wB97M-V/def2-TZVPD.

XYZ file:
```
19
C7H12, DFT wB97M-V/def2-TZVPD
C -2.680 1.648 0.570
C -1.850 0.687 1.419
C -0.810 0.004 0.608
C 0.438 0.572 0.439
C 1.514 -0.135 -0.143
C 1.557 -0.937 -1.251
C 2.655 -1.846 -1.589
H -2.946 2.507 1.174
H -2.152 2.102 -0.268
H -3.572 1.172 0.183
H -2.433 -0.022 2.012
H -1.279 1.221 2.181
H -1.050 -0.881 0.021
H 0.673 1.450 1.016
H 2.392 -0.013 0.485
H 0.727 -1.000 -1.942
H 2.572 -2.695 -0.907
H 3.692 -1.563 -1.430
H 2.551 -2.273 -2.576
```

Net charge = +1
LUMO (alpha / beta) = -4.6 / -7.6 eV
Largest force on an atom = 0.030 Eh/bohr
E = -273.5652 Ha
2S+1 = 2
Orbital gap (alpha / beta) = 9.582 / 7.857 eV

These are the natural (NBO) partial charges, in e, on atoms 1 to 6: C -0.602; C -0.486; C 0.118; C -0.162; C -0.157; C 0.079

Below is C5H6CeO5 as an isolated structure at a distorted geometry, with properties calculated with wB97M-V/def2-TZVPD.

XYZ file:
```
17
C5H6CeO5, DFT wB97M-V/def2-TZVPD
H 1.281 -2.722 -0.642
O -2.627 -0.569 -1.775
C 0.761 -1.801 -0.904
C -2.515 -1.695 -2.138
H 1.283 -1.497 -1.808
H 1.427 3.155 0.781
C 0.779 2.297 1.026
C 1.377 0.929 0.675
O 0.301 0.039 0.765
C -0.130 -1.256 0.357
O -2.657 -2.917 -1.465
O -1.294 -1.179 0.947
Ce -2.040 0.778 0.412
O -0.489 2.487 0.598
H 0.669 2.402 2.143
H 2.151 0.638 1.397
H 1.719 0.911 -0.369
```

Net charge = +2
LUMO (alpha / beta) = -10.5 / -10.5 eV
Largest force on an atom = 0.232 Eh/bohr
E = -1044.5755 Ha
2S+1 = 3
Orbital gap (alpha / beta) = 6.574 / 6.526 eV

These are the Löwdin partial charges, in e, on atoms 1 to 6: H 0.090; O 0.039; C 0.274; C -0.030; H 0.113; H 0.155

Below is a 3-piece molecular cluster, C3H14NO2 overall at a distorted geometry, with properties calculated with wB97M-V/def2-TZVPD.

XYZ file:
```
20
C3H14NO2, DFT wB97M-V/def2-TZVPD
C 0.929 1.466 -1.165
C 0.364 0.088 -1.452
N -0.110 -0.558 -0.185
C -0.579 -1.972 -0.424
H 0.416 2.000 -0.359
H 0.806 2.225 -2.005
H 2.032 1.415 -1.099
H 1.098 -0.506 -1.982
H -0.572 0.230 -2.022
H 0.624 -0.508 0.561
H -0.822 0.062 0.249
H 0.293 -2.448 -0.855
H -0.883 -2.453 0.501
H -1.434 -1.973 -1.092
H -1.930 1.479 1.891
H -3.146 1.177 0.933
O -2.289 0.799 1.275
H 1.429 -0.831 2.763
H 2.119 0.531 2.435
O 1.652 -0.225 2.031
```

Net charge = +2
LUMO (alpha / beta) = -7.0 / -16.1 eV
Largest force on an atom = 0.048 Eh/bohr
E = -327.1138 Ha
2S+1 = 2
Orbital gap (alpha / beta) = 14.610 / 3.638 eV

These are the natural (NBO) partial charges, in e, on atoms 1 to 6: C -0.583; C -0.227; N -0.526; C -0.418; H 0.254; H 0.371

Below is a 2-piece molecular cluster, C3H4O overall at a distorted geometry, with properties calculated with wB97M-V/def2-TZVPD.

XYZ file:
```
8
C3H4O, DFT wB97M-V/def2-TZVPD
C -1.266 0.873 -1.236
C -0.523 -0.484 0.216
C 0.817 -0.228 0.733
O -1.894 1.535 -1.960
H -0.469 -1.127 -0.733
H 0.876 -1.016 1.471
H 0.783 0.707 1.469
H 1.675 -0.260 0.040
```

Net charge = 0
LUMO = 0.5 eV
Largest force on an atom = 0.083 Eh/bohr
E = -191.7822 Ha
Orbital gap = 8.860 eV

These are the natural (NBO) partial charges, in e, on atoms 1 to 6: C 0.660; C -0.244; C -0.766; O -0.484; H 0.126; H 0.276

Below is an isolated ion of composition C5H11BN and charge +1 at a distorted geometry, with properties calculated with wB97M-V/def2-TZVPD.

XYZ file:
```
18
C5H11BN, DFT wB97M-V/def2-TZVPD
B 1.549 -1.264 0.069
C 1.146 1.304 0.244
C -0.175 1.240 0.227
C 2.039 0.207 -0.251
C -0.240 -1.161 0.239
C -2.291 0.034 -0.076
N -0.837 0.055 -0.321
H -0.703 -2.038 -0.209
H 1.610 2.186 0.657
H -0.831 2.003 0.606
H 3.060 0.409 0.070
H 2.087 0.281 -1.346
H -0.418 -1.193 1.312
H 2.655 -2.170 0.136
H -2.743 -0.813 -0.593
H -2.472 -0.075 0.992
H -2.760 0.952 -0.424
H -0.675 0.042 -1.333
```

Net charge = +1
LUMO = -3.8 eV
Largest force on an atom = 0.084 Eh/bohr
SMILES = C[N@H+]1C=CCBC1
E = -276.3921 Ha
Orbital gap = 10.735 eV

These are the natural (NBO) partial charges, in e, on atoms 1 to 6: B 0.654; C -0.091; C -0.109; C -0.896; C -0.533; C -0.415

Below is a 2-piece molecular cluster, C6H10O overall, with properties calculated with wB97M-V/def2-TZVPD.

XYZ file:
```
17
C6H10O, DFT wB97M-V/def2-TZVPD
O 1.566 -1.251 1.842
C 1.895 -1.053 0.695
C 1.496 0.147 -0.132
C 0.368 0.959 0.524
C -0.869 1.176 -0.307
C -0.677 -1.716 -1.025
C -2.118 1.014 0.141
H 2.552 -1.780 0.173
H 2.404 0.742 -0.297
H 1.192 -0.257 -1.100
H 0.752 1.948 0.802
H 0.085 0.465 1.460
H -0.730 1.602 -1.304
H -1.419 -1.529 -1.827
H -1.195 -2.427 -0.347
H -2.982 1.320 -0.444
H -2.319 0.640 1.144
```

Net charge = 0
LUMO (alpha / beta) = -0.9 / -0.9 eV
Largest force on an atom = 0.011 Eh/bohr
E = -309.6447 Ha
Orbital gap (alpha / beta) = 8.645 / 8.423 eV

These are the natural (NBO) partial charges, in e, on atoms 1 to 6: O -0.542; C 0.466; C -0.528; C -0.466; C -0.151; C -0.197

Below is a 5-piece molecular cluster, C28H28BrN6O9 overall at a distorted geometry, with properties calculated with wB97M-V/def2-TZVPD.

XYZ file:
```
72
C28H28BrN6O9, DFT wB97M-V/def2-TZVPD
N 0.938 -0.604 -2.435
C -0.325 -1.231 -1.971
C -0.226 -2.780 -1.833
N -0.981 -3.533 -2.785
C -0.441 -3.369 -4.064
C 1.043 -3.805 -4.245
O 1.865 -3.264 -4.825
Br 1.530 -5.504 -3.285
H 1.630 -1.319 -2.628
H 0.791 -0.136 -3.318
H -1.097 -0.980 -2.688
H -0.575 -0.826 -0.991
H 0.861 -3.036 -1.797
H -0.628 -3.041 -0.853
H -1.023 -3.974 -4.760
H -0.471 -2.330 -4.446
C 0.992 5.783 -3.242
C 1.463 4.497 -3.007
C 0.748 3.401 -3.462
C -0.431 3.610 -4.156
C -0.916 4.882 -4.397
C -0.198 5.973 -3.935
N -1.178 2.443 -4.648
O -0.720 1.352 -4.383
O -2.204 2.644 -5.275
H 1.550 6.634 -2.892
H 2.389 4.349 -2.469
H 1.111 2.400 -3.274
H -1.841 5.029 -4.935
H -0.566 6.975 -4.114
C 3.898 -2.412 2.808
C 3.205 -2.140 3.981
C 1.864 -1.800 3.932
C 1.233 -1.740 2.702
C 1.910 -2.001 1.524
C 3.252 -2.339 1.582
N -0.193 -1.407 2.637
O -0.774 -1.162 3.684
O -0.711 -1.404 1.541
H 4.945 -2.684 2.851
H 3.710 -2.198 4.936
H 1.323 -1.591 4.843
H 1.405 -1.947 0.568
H 3.791 -2.549 0.669
C -5.080 -4.910 2.297
C -4.697 -5.983 3.092
C -3.378 -6.115 3.491
C -2.458 -5.163 3.089
C -2.822 -4.091 2.292
C -4.143 -3.969 1.894
N -1.059 -5.286 3.523
O -0.754 -6.254 4.199
O -0.292 -4.411 3.178
H -6.112 -4.808 1.988
H -5.429 -6.717 3.402
H -3.079 -6.950 4.107
H -2.094 -3.357 1.975
H -4.439 -3.138 1.270
C -0.212 5.331 3.087
C 0.840 4.446 2.896
C 1.721 4.632 1.843
C 1.535 5.709 0.996
C 0.488 6.597 1.168
C -0.389 6.403 2.222
N 2.477 5.917 -0.110
O 3.372 5.107 -0.250
O 2.304 6.885 -0.832
H -0.896 5.185 3.913
H 0.975 3.610 3.568
H 2.538 3.942 1.693
H 0.351 7.430 0.495
H -1.212 7.089 2.370
```

Net charge = -1
LUMO = 0.7 eV
Largest force on an atom = 0.077 Eh/bohr
E = -4663.1041 Ha
Orbital gap = 2.989 eV

These are the Löwdin partial charges, in e, on atoms 1 to 6: N -0.015; C -0.268; C -0.386; N -0.170; C -0.399; C -0.791